Formula: C42H91O32P5
Source: the OMol25 dataset
Level of theory: ωB97M-V/def2-TZVPD

Structure (XYZ):
```
170
Properties=species:S:1:pos:R:3:forces:R:3
C 7.459 6.590 -24.924 -0.1536 0.5418 -0.0255
C 7.705 7.692 -25.925 1.5573 0.9446 1.3514
O 7.812 7.084 -27.184 -0.6952 -0.1941 -0.9237
P 9.061 6.278 -27.676 -0.1355 0.5177 -4.0432
O 10.150 6.014 -26.763 0.2897 -0.5524 1.1077
O 9.578 7.179 -28.978 0.2920 -0.2080 1.3754
C 10.915 7.794 -28.984 0.2423 -0.9627 -1.7805
C 12.054 6.749 -29.083 0.1367 0.7918 0.9123
O 8.331 5.037 -28.429 2.1049 1.5264 0.6322
C 7.584 5.222 -29.642 -1.4215 -1.2527 -0.2939
C 8.117 4.631 -30.934 0.1917 0.0184 -0.3697
H 8.359 5.977 -24.961 -0.5348 -0.7351 -0.4356
H 7.421 6.837 -23.863 -0.4886 0.6327 -0.1561
H 6.508 6.224 -25.311 0.1983 -1.1593 0.6526
H 6.969 8.494 -25.986 -0.1616 -0.2929 -0.0155
H 8.676 8.140 -25.715 0.0049 0.4304 0.1350
H 11.027 8.288 -29.949 -0.8820 0.1055 -0.2285
H 11.036 8.636 -28.302 -0.0973 -0.6365 0.7425
H 11.830 5.935 -29.773 -0.4645 -0.0898 0.3640
H 12.929 7.212 -29.538 0.0475 0.3634 0.0797
H 12.362 6.421 -28.090 -0.1523 -0.4853 -0.2127
H 6.729 4.622 -29.331 -0.6230 0.3885 -0.6485
H 7.280 6.235 -29.907 0.1756 0.2318 0.8554
H 8.917 5.236 -31.359 0.4769 -0.3867 0.2740
H 8.295 3.555 -30.932 0.6169 0.1277 0.4253
H 7.353 4.703 -31.708 -0.5177 0.3251 0.2251
C 6.340 -14.278 -19.275 -0.9775 2.3252 -1.0034
C 5.943 -12.986 -18.517 0.9184 0.0568 2.1039
O 7.045 -12.041 -18.484 0.1860 0.6741 -0.0108
P 6.986 -10.488 -18.008 -2.6168 -0.3663 -1.5765
O 5.856 -10.137 -17.105 1.6442 -0.3992 -1.0453
O 8.424 -10.269 -17.417 -0.7807 1.4636 -0.1483
C 9.557 -10.998 -17.863 -0.1293 -1.7656 0.2049
C 9.538 -12.296 -16.956 0.5705 -0.0995 -1.8538
O 6.892 -9.671 -19.478 1.7004 -0.7911 2.6058
C 6.160 -10.041 -20.621 -0.2502 -0.4453 -0.0406
C 6.433 -9.080 -21.742 -0.3299 0.3698 -0.3247
H 7.190 -14.890 -18.975 -0.4569 0.1790 0.9832
H 5.363 -14.757 -19.335 0.4241 -0.8089 -0.2844
H 6.655 -13.922 -20.256 -0.3516 -0.2745 -0.4420
H 5.037 -12.405 -18.690 -0.1577 -0.5062 -1.4793
H 5.699 -13.259 -17.490 0.5159 -0.1694 0.4408
H 9.403 -11.170 -18.929 0.1602 -0.6193 -0.0112
H 10.467 -10.399 -17.834 -0.2360 0.1812 0.7220
H 9.031 -12.079 -16.016 0.5058 -0.0416 0.0257
H 9.005 -13.096 -17.469 -0.6994 0.3929 -0.0138
H 10.493 -12.819 -16.904 0.4580 0.7099 0.7153
H 6.413 -10.997 -21.079 0.5693 -0.5429 0.6850
H 5.119 -10.169 -20.322 -0.3101 0.5340 -0.2981
H 7.471 -9.078 -22.075 0.1012 -0.3750 0.2223
H 5.834 -9.485 -22.558 -0.0559 0.4604 -0.3375
H 6.203 -8.031 -21.556 -0.3972 -0.1323 0.1582
C 8.411 -4.386 -31.812 -2.0051 -0.3250 -0.1147
C 9.046 -5.084 -33.037 1.0826 1.9902 3.0193
O 8.543 -4.437 -34.182 -0.2718 0.5988 -1.2672
P 9.485 -3.535 -35.108 1.0194 1.2946 1.2070
O 10.280 -4.279 -36.069 0.1925 -0.2922 -0.7943
O 8.538 -2.370 -35.646 -0.4425 0.2122 -0.0543
C 9.119 -1.354 -36.555 0.1174 -1.2664 0.0896
C 8.101 -0.660 -37.446 0.1714 -0.1636 -0.4401
O 10.432 -2.651 -34.112 -1.7457 -1.4139 0.0889
C 11.805 -2.334 -34.301 -1.0556 0.7512 -0.7170
C 11.945 -0.969 -33.662 1.7218 -0.5029 0.6813
H 8.111 -3.348 -31.958 0.6405 0.1359 -0.2852
H 7.445 -4.889 -31.766 -0.3832 0.1075 0.4800
H 8.833 -4.488 -30.813 0.5975 -0.2477 -0.3573
H 10.100 -4.842 -32.899 0.3227 -0.7943 -0.6541
H 8.790 -6.125 -32.844 0.2690 -0.1199 -1.3903
H 9.721 -0.594 -36.058 -0.2763 -0.1610 0.7650
H 9.845 -1.932 -37.126 -0.1590 0.1143 -0.4701
H 8.648 -0.561 -38.384 -0.1864 0.4100 -0.2012
H 7.191 -1.200 -37.708 0.1971 -0.3922 0.3620
H 7.795 0.332 -37.112 0.1565 -0.1033 0.2090
H 12.426 -3.163 -33.964 0.1373 0.3205 0.2033
H 11.952 -2.136 -35.363 0.3923 -0.6375 -0.1757
H 11.513 -0.885 -32.665 -0.5624 -0.0294 -0.3094
H 13.009 -0.877 -33.443 0.2960 0.4930 -0.2561
H 11.657 -0.189 -34.368 -0.2216 0.0207 0.3872
C -2.400 -8.130 -18.019 0.1694 -1.1773 -0.8711
C -3.864 -8.438 -17.960 -1.6374 1.6814 0.4399
O -4.263 -9.773 -17.848 0.3650 -4.0930 -0.5160
P -3.812 -10.972 -18.917 1.4106 3.0606 0.0890
O -2.366 -11.345 -18.882 -2.1539 0.6689 -0.4584
O -4.798 -12.166 -18.719 -0.6170 1.8902 1.2964
C -4.680 -13.330 -19.451 -0.3406 -2.8504 -0.5735
C -4.308 -14.431 -18.470 -0.3009 0.2304 0.6111
O -4.404 -10.224 -20.231 2.3210 -1.2710 0.1728
C -5.799 -10.193 -20.448 0.2084 -1.7560 -0.9859
C -6.243 -11.186 -21.577 -0.8665 0.8797 -0.4903
H -2.073 -8.071 -19.057 -0.0237 0.6116 -0.0923
H -2.148 -7.242 -17.440 0.2442 -0.3349 -0.0519
H -1.924 -9.073 -17.751 0.5273 0.3846 0.8973
H -4.347 -8.013 -17.080 0.4344 0.1633 0.3670
H -4.456 -7.955 -18.738 0.2396 -0.1066 -0.6432
H -5.651 -13.560 -19.890 -0.2142 0.1681 0.0586
H -4.003 -13.326 -20.305 0.4217 0.6066 0.2216
H -3.444 -14.091 -17.900 0.4974 -0.4650 -0.4132
H -5.062 -14.507 -17.686 -0.4011 0.0844 -0.1520
H -4.243 -15.427 -18.907 0.4583 0.1843 -0.1252
H -6.287 -10.609 -19.567 -0.3809 1.2354 0.2459
H -5.898 -9.156 -20.769 -1.1582 -0.1583 0.4425
H -6.558 -10.579 -22.426 0.2533 -0.1155 -0.3167
H -5.590 -11.973 -21.953 0.6024 0.4256 0.4014
H -7.162 -11.713 -21.319 -0.0587 0.0494 0.4431
C -14.178 4.567 -29.497 0.6595 1.3430 0.2804
C -13.240 4.570 -28.257 -1.4847 0.3217 -0.9831
O -13.585 3.407 -27.447 2.3018 0.9373 -0.2467
P -12.580 2.943 -26.279 -0.8694 2.3770 1.8721
O -12.653 1.507 -26.192 0.7623 -1.3369 0.1370
O -13.206 3.652 -24.891 0.8762 0.3614 -1.4975
C -14.568 3.412 -24.471 -1.0414 0.6464 -0.8361
C -15.621 4.492 -24.962 1.7169 -0.1948 -1.1255
O -11.137 3.752 -26.446 -2.0677 -0.8599 0.9957
C -10.162 3.776 -25.347 1.3195 -0.3366 -0.7455
C -9.048 2.709 -25.569 0.4700 0.4047 1.4704
H -13.793 5.317 -30.188 0.2726 0.2690 0.0044
H -14.230 3.688 -30.139 -0.1133 -0.3718 0.7614
H -15.137 4.999 -29.212 -0.3017 -0.7089 -0.0564
H -12.211 4.731 -28.578 0.2645 -1.1683 0.2731
H -13.431 5.467 -27.668 -0.3370 0.0297 0.1092
H -14.812 2.431 -24.880 -0.3961 -0.1209 0.5655
H -14.605 3.483 -23.384 0.4090 -0.5487 -0.0530
H -15.731 4.456 -26.046 -0.1787 -0.5235 -0.1458
H -16.623 4.456 -24.534 0.3383 -0.2176 0.3725
H -15.166 5.479 -24.873 -0.1429 0.1515 0.7281
H -9.673 4.749 -25.302 -0.1739 0.2788 -1.1255
H -10.554 3.815 -24.330 -0.8028 -1.0484 -0.2137
H -8.136 3.097 -25.116 0.0901 0.4847 0.2468
H -9.172 1.814 -24.961 -0.5865 -0.2792 -0.5189
H -8.666 2.474 -26.563 -0.9849 0.1104 -0.2685
O 12.310 -0.720 -19.360 0.2838 0.7622 -0.5870
C 11.399 -1.412 -19.668 2.0234 -2.9200 1.5008
O 10.161 -1.114 -19.768 -2.7044 1.9311 -1.3273
C 9.321 -2.244 -19.939 -1.8368 0.1414 3.1533
C 10.207 -3.418 -19.688 2.2173 -0.9184 -1.9759
O 11.523 -2.794 -19.731 -0.0804 -0.1848 -0.1125
H 8.745 -2.253 -19.014 -0.6961 0.4687 -0.0483
H 8.542 -2.176 -20.699 0.9858 -0.0138 -0.7289
H 10.161 -4.156 -20.489 0.1331 0.0484 -0.1874
H 10.127 -4.013 -18.779 -0.3496 0.6906 0.3332
O 6.288 0.421 -15.334 3.8372 0.7995 2.6744
C 7.364 0.814 -14.826 -3.0894 -2.8981 -1.5726
O 8.224 0.141 -13.968 -1.3929 -0.0584 0.2193
C 9.301 0.993 -13.604 2.0964 0.1690 -1.8381
C 9.292 1.980 -14.815 -0.4220 1.0472 1.7667
O 7.908 1.933 -15.166 0.9406 1.9003 -1.4623
H 9.409 1.314 -12.568 -1.2247 0.4247 -0.0633
H 10.253 0.489 -13.768 -0.1911 -0.7783 0.1923
H 10.021 1.680 -15.567 -0.6963 -0.4590 -0.4732
H 9.482 3.041 -14.650 0.1548 -0.1553 0.5248
O 4.512 -0.859 -25.557 -4.0043 2.0249 3.1237
C 3.600 -0.506 -24.765 3.1753 -1.8644 -0.9352
O 3.734 0.406 -23.740 1.8803 0.6323 -1.1020
C 2.596 0.570 -22.923 -0.0489 -1.6399 -0.0961
C 1.775 -0.585 -23.474 -2.8813 0.4335 0.0034
O 2.410 -1.131 -24.614 0.9244 0.6115 -0.3515
H 2.771 0.352 -21.870 0.7338 0.2594 -0.0511
H 2.158 1.566 -22.985 0.0596 -0.1112 -0.4614
H 0.831 -0.149 -23.801 -0.2759 -0.3654 -0.1646
H 1.517 -1.381 -22.776 0.4435 0.0153 0.0466
O 14.765 -3.748 -28.281 0.7083 4.3685 1.2884
C 14.417 -2.669 -27.781 -0.9448 -2.1975 -0.3796
O 13.099 -2.592 -27.445 -0.0943 0.3016 -0.4985
C 12.858 -1.507 -26.581 -0.8750 -0.1489 0.7653
C 14.071 -0.673 -26.648 1.8135 0.6982 0.2305
O 15.019 -1.453 -27.403 0.0632 -2.0579 -1.0435
H 12.107 -0.789 -26.909 -0.9440 -1.0781 -0.0406
H 12.663 -1.964 -25.611 -0.2572 0.4694 0.1306
H 14.552 -0.416 -25.704 -0.1241 -0.2497 0.1136
H 13.808 0.276 -27.113 0.6430 -0.0947 -0.5651
```
Forces are in eV/Å.

E_HOMO: -10.24 eV
lowest unoccupied orbital energy: 0.26 eV
max |F|: 5.47 eV/Å


Formula: C7H16
Source: the OMol25 dataset
Level of theory: ωB97M-V/def2-TZVPD

Structure (XYZ):
```
23
Properties=species:S:1:pos:R:3:forces:R:3
C 1.313 2.230 0.282 2.5003 1.6222 0.3726
C 1.138 0.815 0.783 -2.9764 0.5115 2.4604
C -0.395 0.390 0.806 0.3754 -1.2094 -1.0700
C -0.626 -1.145 1.120 -0.5606 1.5114 0.0921
C -2.126 -1.435 0.912 -0.7500 -2.5500 -1.2328
H 1.457 2.391 -0.869 -0.4407 -0.3981 2.1973
H 0.434 2.813 0.664 1.0544 -0.0594 -0.4982
H 2.353 2.608 0.809 -2.6675 -0.3744 -1.4617
H 1.415 0.753 1.854 0.2459 0.1803 -0.4946
H 1.676 0.097 0.263 1.0841 -0.9783 -0.3804
H -1.006 0.930 1.527 0.3355 0.4202 0.1984
H -0.862 0.594 -0.197 0.3534 -0.1366 0.9405
H -0.311 -1.332 2.152 -0.0982 -0.0536 -0.0391
H 0.005 -1.747 0.475 -0.0802 -0.1760 -0.1683
H -2.362 -1.418 -0.212 0.1986 0.4881 1.5701
H -2.502 -2.503 1.182 1.1306 1.4971 -0.1911
H -2.815 -0.812 1.484 0.2891 0.4300 -0.2559
C 0.150 -0.755 -2.689 0.9111 -1.3486 1.4632
C 0.974 -0.333 -1.696 -1.7766 2.4839 -1.6065
H -0.767 -0.274 -3.058 0.6839 0.2474 0.4451
H 0.248 -1.799 -3.017 0.1489 0.4497 -0.2983
H 0.715 0.719 -1.279 0.8793 -2.3404 -1.3498
H 1.896 -0.788 -1.297 -0.8402 -0.2172 -0.6931
```
Forces are in eV/Å.

E_HOMO: -9.94 eV
lowest unoccupied orbital energy: 1.14 eV
max |F|: 3.90 eV/Å


Formula: C5H13NO
Source: the OMol25 dataset
Level of theory: ωB97M-V/def2-TZVPD

Structure (XYZ):
```
20
Properties=species:S:1:pos:R:3:forces:R:3
C 1.368 -2.059 -0.949 -0.9115 1.7296 -2.5410
C 1.049 -0.613 -0.355 0.4950 -3.6769 3.4856
N -0.244 -0.019 -0.423 1.7188 3.4973 -2.5944
C -0.627 0.383 -1.805 -0.1059 -0.3843 -0.6952
C -0.456 1.088 0.526 -1.8865 -0.8380 1.0296
C -0.814 0.646 1.971 -0.5975 0.0755 -1.1829
O -1.343 1.857 2.476 0.1783 -0.6880 0.9226
H 1.056 -2.856 -0.344 -0.4339 -0.8871 0.9432
H 1.092 -2.298 -2.030 -0.8782 0.7725 1.3365
H 2.396 -2.126 -1.198 1.4495 0.1503 0.9174
H 1.240 -0.626 0.786 -0.1344 -0.6123 -1.5302
H 1.875 0.009 -0.594 0.3277 1.4919 -1.1357
H -0.281 -0.369 -2.517 0.0085 0.0107 0.2343
H -0.218 1.388 -2.164 -0.1268 -1.1123 1.1936
H -1.696 0.462 -1.903 -0.4982 0.0250 0.2002
H -1.418 1.557 0.293 0.4526 0.2073 -0.6492
H 0.344 1.836 0.481 0.1502 -0.3787 -0.1190
H -1.592 -0.121 1.869 -0.0607 0.0665 0.0721
H -0.019 0.177 2.522 0.6748 0.2881 0.5165
H -1.712 1.683 3.360 0.1783 0.2632 -0.4039
```
Forces are in eV/Å.

E_HOMO (alpha / beta): -14.69 / -14.67 eV
lowest unoccupied orbital energy (alpha / beta): -2.65 / -7.83 eV
total charge: +1
max |F|: 5.09 eV/Å
spin multiplicity: 2
<S²>: 0.75


Q: Number 1 is which compound?
A: C42H91O32P5